# 1
The following is a DFT calculation (ωB97M-V with the def2-TZVPD basis set) of C7H7NO as an isolated structure at a distorted geometry.

Results
Energy above the lowest of the compared OMol25 structures with the same formula, charge and spin   3.742 eV
Molecular weight   121.139 g/mol
Maximum force   3.9 eV/A
HOMO level   -9.3 eV
Kohn-Sham gap   10.203 eV
E_LUMO   0.89 eV

Geometry as ORCA input:
```
! RIJCOSX wB97M-V def2-TZVPD def2/J DEFGRID3
* xyz 0 1
C 0.509 -1.284 -0.911
C 1.093 -0.220 0.001
C 0.597 0.963 -1.024
C -0.468 -0.116 -1.277
C -1.197 -0.008 0.145
C -0.580 0.238 2.190
C -0.034 -0.158 1.014
H 0.265 -2.165 -0.350
H 1.144 -1.593 -1.727
H 2.079 -0.259 0.475
H 1.427 0.940 -1.758
H 0.484 1.973 -0.614
H -1.120 0.050 -2.117
H -0.022 0.543 3.191
N -2.255 0.506 0.677
O -1.922 0.587 2.084
*
```

---

# 2
The following is a DFT calculation (ωB97M-V with the def2-TZVPD basis set) of one molecule with the formula C7H7NO at a distorted geometry.

Results
Energy above the lowest of the compared OMol25 structures with the same formula, charge and spin   6.888 eV
Molecular weight   121.139 g/mol
Maximum force   4.8 eV/A
HOMO level   -7.9 eV
Kohn-Sham gap   8.747 eV
E_LUMO   0.83 eV

Geometry as ORCA input:
```
! RIJCOSX wB97M-V def2-TZVPD def2/J DEFGRID3
* xyz 0 1
C 2.181 0.825 0.695
C 1.961 -0.349 1.278
C -0.074 0.826 -0.600
C 1.441 0.552 -0.656
C 1.192 -0.986 0.118
C -0.477 -0.287 -0.049
C -2.766 -0.225 0.087
N 1.835 -0.685 -1.094
O -1.594 -0.955 0.239
H 2.602 1.832 0.917
H 2.353 -0.783 2.089
H -0.618 1.651 -1.076
H -2.700 0.789 0.408
H -3.504 -0.888 0.586
H -3.044 -0.290 -1.049
H 1.215 -1.026 -1.893
*
```

---

# 3
The following is a DFT calculation (ωB97M-V with the def2-TZVPD basis set) of one molecule with the formula C7H7NO2S at a distorted geometry.

Results
Energy above the lowest of the compared OMol25 structures with the same formula, charge and spin   1.367 eV
Molecular weight   169.205 g/mol
Maximum force   3.7 eV/A
HOMO level   -9.7 eV
Kohn-Sham gap   10.148 eV
E_LUMO   0.42 eV

Geometry as ORCA input:
```
! RIJCOSX wB97M-V def2-TZVPD def2/J DEFGRID3
* xyz 0 1
C -1.908 -1.545 -0.211
C 1.447 0.166 -0.978
C 1.449 1.267 -0.194
C 0.585 -0.569 1.095
C -0.928 -0.629 -0.751
C 0.589 -0.938 -0.302
C 0.599 0.985 0.957
N -2.781 -2.301 -0.067
O -2.171 1.054 0.997
O -1.202 1.897 -1.031
S -1.101 0.992 0.083
H 2.003 -0.085 -1.902
H 1.914 2.213 -0.581
H -0.379 -0.784 1.494
H 1.450 -0.950 1.759
H -1.065 -0.418 -1.775
H 0.957 -1.885 -0.542
H 0.542 1.530 1.948
*
```

---

# 4
The following is a DFT calculation (ωB97M-V with the def2-TZVPD basis set) of one molecule with the formula C7H7NO3 at a distorted geometry.

Results
Energy above the lowest of the compared OMol25 structures with the same formula, charge and spin   6.177 eV
Molecular weight   153.137 g/mol
Maximum force   6.1 eV/A
HOMO level   -9.6 eV
Kohn-Sham gap   8.864 eV
E_LUMO   -0.77 eV

Geometry as ORCA input:
```
! RIJCOSX wB97M-V def2-TZVPD def2/J DEFGRID3
* xyz 0 1
C 2.560 0.328 0.145
C 0.953 0.328 -0.072
C 0.379 -1.033 0.041
C -1.020 -1.153 -0.142
C -1.872 -0.060 -0.035
C -1.385 1.185 -0.198
C 0.124 1.406 -0.224
H 3.907 -1.184 -0.023
H 2.952 0.849 1.017
H 3.116 1.101 -0.646
H 1.043 -1.906 -0.023
H -1.464 -2.112 -0.094
H -1.791 2.171 0.217
H 0.566 2.370 -0.386
N -3.289 -0.329 0.088
O 2.883 -1.166 0.134
O -3.768 -1.510 -0.150
O -3.894 0.716 0.352
*
```

---

# 5
The following is a DFT calculation (ωB97M-V with the def2-TZVPD basis set) of an isolated ion of composition C7H7NO4P and charge -1 at a distorted geometry.

Results
Energy above the lowest of the compared OMol25 structures with the same formula, charge and spin   0.000 eV
Molecular weight   200.110 g/mol
Maximum force   3.7 eV/A
HOMO level   -5.5 eV
Kohn-Sham gap   8.932 eV
E_LUMO   3.39 eV

Geometry as ORCA input:
```
! RIJCOSX wB97M-V def2-TZVPD def2/J DEFGRID3
* xyz -1 1
C -2.107 0.690 0.181
C -1.442 0.163 1.291
C -1.413 0.784 -1.021
C -0.078 -0.278 1.213
C -0.046 0.421 -1.093
C 0.544 -0.157 0.012
C 1.879 -0.728 -0.208
N 4.614 -0.274 -0.287
O 4.652 -1.095 -1.178
O 3.134 1.762 -0.339
O 5.639 0.151 0.220
O 3.250 0.427 1.923
P 3.144 0.543 0.439
H -3.070 1.159 0.339
H -1.992 0.089 2.206
H -1.766 1.447 -1.842
H 0.387 -0.610 2.135
H 0.391 0.512 -2.076
H 1.980 -1.716 0.175
H 2.012 -0.618 -1.203
*
```

---

# 6
The following is a DFT calculation (ωB97M-V with the def2-TZVPD basis set) of an isolated ion of composition C7H7O2 and charge -1 at a distorted geometry.

Results
Energy above the lowest of the compared OMol25 structures with the same formula, charge and spin   0.631 eV
Molecular weight   123.131 g/mol
Maximum force   3.4 eV/A
HOMO level   -2.7 eV
Kohn-Sham gap   6.648 eV
E_LUMO   3.96 eV

Geometry as ORCA input:
```
! RIJCOSX wB97M-V def2-TZVPD def2/J DEFGRID3
* xyz -1 1
O 1.404 -0.348 -2.833
O 0.118 -1.223 -1.197
C 0.992 -0.331 -1.690
C 0.394 0.539 2.825
C -0.701 1.322 2.270
C 1.249 0.223 1.821
C -0.545 1.464 0.902
C 0.730 0.811 0.564
C 1.393 0.823 -0.785
H -0.053 -0.959 -0.289
H 0.442 0.231 3.871
H -1.552 1.681 2.822
H 2.230 -0.291 1.888
H -1.222 1.953 0.215
H 1.117 1.753 -1.273
H 2.472 0.820 -0.643
*
```

---

# 7
The following is a DFT calculation (ωB97M-V with the def2-TZVPD basis set) of C7H7O5OsS as an isolated structure at a distorted geometry.

Results
Energy above the lowest of the compared OMol25 structures with the same formula, charge and spin   0.000 eV
Molecular weight   393.425 g/mol
Maximum force   9.0 eV/A
Expectation value of S²   6.025
HOMO level (alpha / beta)   -21.3 / -24.2 eV
Kohn-Sham gap (alpha / beta)   8.777 / 6.994 eV
E_LUMO (alpha / beta)   -12.55 / -17.21 eV

Geometry as ORCA input:
```
! RIJCOSX wB97M-V def2-TZVPD def2/J DEFGRID3
* xyz 3 5
O -0.392 3.582 -2.730
C -0.271 2.465 -3.113
Os -0.298 0.446 -1.798
O -0.175 2.468 0.484
C -0.222 1.650 -0.345
C -0.326 -1.317 -0.933
O -0.309 -2.392 -0.495
C 1.674 0.433 -1.878
O 2.828 0.530 -1.882
C -2.237 0.498 -1.874
O -3.381 0.657 -1.863
H -0.107 2.197 -4.206
C -0.597 -2.190 2.391
S -0.490 -0.443 2.007
C 1.287 -0.286 2.160
H -1.439 -2.621 1.851
H -0.799 -2.232 3.463
H 0.313 -2.745 2.158
H 1.541 0.748 1.905
H 1.577 -0.473 3.202
H 1.824 -0.975 1.497
*
```

---

# 8
The following is a DFT calculation (ωB97M-V with the def2-TZVPD basis set) of C7H7O5STi as an isolated structure at a distorted geometry.

Results
Energy above the lowest of the compared OMol25 structures with the same formula, charge and spin   1.353 eV
Molecular weight   251.062 g/mol
Maximum force   7.0 eV/A
Expectation value of S²   2.119
HOMO level (alpha / beta)   -12.9 / -12.6 eV
Kohn-Sham gap (alpha / beta)   6.679 / 5.985 eV
E_LUMO (alpha / beta)   -6.20 / -6.58 eV

Geometry as ORCA input:
```
! RIJCOSX wB97M-V def2-TZVPD def2/J DEFGRID3
* xyz 1 3
O 1.444 3.558 -2.293
C 1.823 3.390 -1.224
Ti 0.460 -0.863 1.078
O -1.535 1.177 -0.550
C -0.821 0.244 -0.337
C -0.862 -2.530 1.094
O -1.373 -3.566 1.312
C 1.580 -0.978 -0.879
O 2.705 -1.020 -1.264
C 0.275 -0.383 -1.350
O 0.037 -0.190 -2.524
H 1.078 -1.082 2.607
C -1.080 -0.122 3.922
S 0.334 0.502 2.992
C -0.021 2.253 2.886
H -1.708 -0.819 3.364
H -1.641 0.720 4.285
H -0.607 -0.663 4.767
H -0.345 2.625 1.930
H -0.794 2.412 3.662
H 0.893 2.778 3.198
*
```

---

# 9
The following is a DFT calculation (ωB97M-V with the def2-TZVPD basis set) of C7H7O6SZr as an isolated structure at a distorted geometry.

Results
Energy above the lowest of the compared OMol25 structures with the same formula, charge and spin   3.188 eV
Molecular weight   310.418 g/mol
Maximum force   11.4 eV/A
HOMO level   -21.2 eV
Kohn-Sham gap   4.883 eV
E_LUMO   -16.34 eV

Geometry as ORCA input:
```
! RIJCOSX wB97M-V def2-TZVPD def2/J DEFGRID3
* xyz 3 1
O 0.184 -0.224 -6.519
C 0.446 -0.219 -5.404
Zr -0.440 -0.267 -0.617
O 2.163 -0.241 -2.702
C 1.194 -0.240 -2.022
C -2.593 -0.268 -0.152
O -3.696 -0.266 0.176
C -0.682 -2.374 -1.044
O -0.755 -3.516 -1.223
C -0.720 1.859 -1.115
O -0.818 2.999 -1.284
H -1.363 -0.272 -2.418
C 1.293 -0.613 3.231
S 0.646 -0.334 1.726
C -0.127 1.357 1.967
O 1.824 -0.367 0.742
H 0.445 -0.617 3.981
H 1.998 0.182 3.367
H 1.793 -1.603 3.148
H -0.120 1.456 3.064
H 0.509 2.136 1.482
H -1.181 1.433 1.618
*
```

---

# 10
The following is a DFT calculation (ωB97M-V with the def2-TZVPD basis set) of an isolated ion of composition C7H7OS2 and charge -1 at a distorted geometry.

Results
Energy above the lowest of the compared OMol25 structures with the same formula, charge and spin   0.249 eV
Molecular weight   171.266 g/mol
Maximum force   2.9 eV/A
HOMO level   -2.8 eV
Kohn-Sham gap   5.988 eV
E_LUMO   3.19 eV

Geometry as ORCA input:
```
! RIJCOSX wB97M-V def2-TZVPD def2/J DEFGRID3
* xyz -1 1
C 2.361 -0.697 -0.449
C 0.119 0.054 -0.284
C 1.577 0.416 -0.541
C -0.080 -1.327 -0.219
C -0.951 1.058 -0.015
C -1.402 -2.057 -0.121
C -0.528 2.130 0.892
O -2.095 0.903 -0.482
S 2.283 1.989 -0.778
S 1.493 -2.203 -0.094
H 3.359 -0.842 -0.629
H -1.504 -2.830 0.630
H -2.004 -1.192 0.054
H -1.502 -2.610 -1.028
H 0.209 1.714 1.540
H -1.288 2.672 1.334
H -0.049 2.824 0.189
*
```

---

# 11
The following is a DFT calculation (ωB97M-V with the def2-TZVPD basis set) of one molecule with the formula C7H8.

Results
Energy above the lowest of the compared OMol25 structures with the same formula, charge and spin   6.599 eV
Molecular weight   92.141 g/mol
Maximum force   1.0 eV/A
HOMO level   -8.4 eV
Kohn-Sham gap   7.961 eV
E_LUMO   -0.45 eV

Geometry as ORCA input:
```
! RIJCOSX wB97M-V def2-TZVPD def2/J DEFGRID3
* xyz 0 1
C -0.044 -1.525 -0.524
C -0.249 -0.079 -0.154
C 0.158 1.055 -1.003
C 1.050 0.778 0.204
C 2.368 0.255 0.004
C -1.396 0.166 0.715
C -2.387 0.358 1.376
H -0.932 -1.922 -1.020
H 0.829 -1.614 -1.170
H 0.132 -2.114 0.382
H 0.735 1.174 1.152
H 0.589 0.793 -1.965
H -0.436 1.961 -0.982
H 2.836 0.184 1.004
H -3.253 0.530 1.981
*
```

---

# 12
The following is a DFT calculation (ωB97M-V with the def2-TZVPD basis set) of one molecule with the formula C7H8 at a distorted geometry.

Results
Energy above the lowest of the compared OMol25 structures with the same formula, charge and spin   5.712 eV
Molecular weight   92.141 g/mol
Maximum force   3.8 eV/A
HOMO level   -8.8 eV
Kohn-Sham gap   9.647 eV
E_LUMO   0.84 eV

Geometry as ORCA input:
```
! RIJCOSX wB97M-V def2-TZVPD def2/J DEFGRID3
* xyz 0 1
C 0.289 -1.366 -1.500
C -0.731 -0.979 -2.137
C 1.252 -1.165 -0.476
C 0.755 -0.050 0.025
C -0.529 0.149 -0.832
C 1.191 0.793 1.183
C -1.677 0.039 0.028
H 2.158 -1.613 -0.315
H -0.454 1.203 -1.300
H 0.701 1.752 1.132
H 2.276 0.916 1.231
H 0.839 0.182 2.003
H -1.751 -0.947 0.576
H -2.635 0.316 -0.445
H -1.685 0.771 0.827
*
```

---

Question: What is the formula in the twelfth record?
Answer: C7H8